Record 1
C30H26N14S3Sc | wB97M-V/def2-TZVPD

```
! RIJCOSX wB97M-V def2-TZVPD def2/J DEFGRID3
* xyz 1 1
Sc 0.44 0.42 0.65
N 1.29 -4.21 1.68
C 1.00 -2.89 1.68
S -0.25 -2.35 0.63
N 1.76 -2.14 2.45
N 1.47 -0.80 2.38
C 2.07 -0.12 3.28
C 1.89 1.33 3.35
C 2.51 2.09 4.34
C 2.30 3.45 4.35
C 1.48 4.01 3.38
C 0.91 3.18 2.43
N 1.10 1.87 2.41
H 0.65 -4.85 1.25
H 1.94 -4.55 2.38
H 2.71 -0.62 4.00
H 3.15 1.61 5.07
H 2.77 4.07 5.10
H 1.30 5.08 3.34
H 0.28 3.59 1.65
C 4.71 -1.39 0.10
C 3.68 -0.52 0.42
N 2.52 -0.57 -0.22
C 2.40 -1.45 -1.22
C 3.43 -2.35 -1.48
N 4.57 -2.33 -0.82
C 1.17 -1.34 -2.04
C 1.03 -2.01 -3.24
C -0.14 -1.86 -3.98
C -1.11 -1.01 -3.48
C -0.88 -0.35 -2.28
N 0.23 -0.51 -1.56
C -1.82 0.67 -1.75
C -3.07 0.96 -2.33
N -3.82 1.97 -1.92
C -3.32 2.73 -0.95
C -2.11 2.44 -0.34
N -1.38 1.39 -0.72
C -0.33 -2.57 -5.26
C -1.56 -3.13 -5.60
C -1.68 -3.79 -6.81
N -0.68 -3.93 -7.68
C 0.49 -3.40 -7.35
C 0.72 -2.72 -6.16
H 5.66 -1.34 0.62
H 3.80 0.22 1.20
H 3.32 -3.11 -2.24
H 1.82 -2.65 -3.61
H -2.01 -0.83 -4.05
H -3.46 0.35 -3.13
H -3.90 3.59 -0.65
H -1.74 3.04 0.47
H -2.40 -3.07 -4.92
H -2.62 -4.24 -7.08
H 1.28 -3.51 -8.07
H 1.69 -2.29 -5.97
S 2.57 4.50 -0.58
C 1.88 3.07 -0.44
N 1.36 2.02 -0.29
C -2.31 2.96 5.30
C -3.08 3.04 3.99
C -2.84 1.84 3.13
N -1.69 1.58 2.62
N -1.66 0.41 1.89
C -2.83 -0.17 1.86
N -3.09 -1.31 1.16
S -4.04 0.66 2.75
H -2.49 3.84 5.91
H -1.24 2.89 5.10
H -2.60 2.09 5.88
H -2.79 3.93 3.43
H -4.15 3.14 4.18
H -2.29 -1.93 1.05
H -3.97 -1.76 1.34
*
```

Output
Relative energy (zero: lowest compared OMol25 entry of this formula, charge and spin)   18.41 kcal per mole
Frontier orbital gap   7.0029 eV
Highest occupied orbital energy   -10.56 eV
Largest force on an atom   0.97 eV Å⁻¹
E_LUMO   -0.131 Ha

---

Record 2
C9H12N2O2S | wB97M-V/def2-TZVPD

```
! RIJCOSX wB97M-V def2-TZVPD def2/J DEFGRID3
* xyz 0 1
C 0.34 -3.51 0.78
C 1.07 -2.42 0.60
C -1.05 -3.46 0.65
C 0.53 -1.12 0.29
C -0.85 -1.24 0.01
C -0.94 1.70 -0.37
C -2.35 1.79 -0.10
C -0.30 2.29 -1.51
C 2.60 0.36 0.29
N -1.50 -2.27 0.24
N 1.18 0.07 0.47
O 0.99 2.49 1.37
O -0.59 0.79 2.17
S 0.10 1.38 1.01
H 0.93 -4.43 0.96
H 2.08 -2.60 0.90
H -1.78 -4.24 0.46
H -2.77 2.73 0.15
H -2.64 1.04 0.78
H -3.03 1.46 -0.82
H -0.56 3.35 -1.75
H -0.41 1.78 -2.48
H 0.78 2.59 -1.34
H 2.70 0.50 -0.73
H 2.96 1.28 0.85
H 3.17 -0.57 0.73
*
```

Output
Relative energy (zero: lowest compared OMol25 entry of this formula, charge and spin)   147.87 kcal per mole
Frontier orbital gap (spin up / spin down)   7.0785 / 8.2805 eV
Highest occupied orbital energy (spin up / spin down)   -8.07 / -8.37 eV
Largest force on an atom   4.77 eV Å⁻¹
E_LUMO (spin up / spin down)   -0.037 / -0.003 Ha

---

Record 3
C33H30NO11 | wB97M-V/def2-TZVPD

```
! RIJCOSX wB97M-V def2-TZVPD def2/J DEFGRID3
* xyz -1 1
C -3.21 -2.12 -0.28
O -2.15 -1.88 0.63
C -1.69 -0.54 0.52
C -0.54 -0.26 1.47
C -0.13 1.22 1.31
C -0.66 2.13 2.43
C -1.34 3.33 1.82
C -0.36 4.12 0.96
C -0.65 3.97 -0.51
O 0.21 3.71 -1.32
O -1.72 4.24 2.99
C -2.62 5.04 2.65
N -3.43 5.74 2.20
H -3.08 -3.08 -0.79
H -4.15 -2.13 0.27
H -3.30 -1.30 -0.99
H -2.48 0.21 0.67
H -1.30 -0.37 -0.49
H -0.81 -0.48 2.51
H 0.27 -0.92 1.16
H 0.94 1.33 1.18
H -0.59 1.56 0.38
H -1.35 1.55 3.04
H 0.15 2.47 3.11
H 0.68 3.82 1.14
H -0.41 5.20 1.16
H -1.69 4.05 -0.86
C -7.30 -5.62 -0.08
C -6.77 -4.50 -0.56
C -7.13 -3.17 -0.01
O -6.65 -2.16 -0.46
C -8.11 -3.14 1.11
C -8.64 -4.26 1.59
C -8.27 -5.59 1.04
O -8.76 -6.61 1.49
H -7.04 -6.60 -0.46
H -6.06 -4.51 -1.37
H -8.36 -2.16 1.49
H -9.35 -4.25 2.41
C 4.77 4.69 0.69
C 4.17 3.62 0.17
C 4.09 2.35 0.94
O 3.54 1.37 0.47
C 4.68 2.32 2.30
C 5.28 3.40 2.81
C 5.37 4.66 2.04
O 5.91 5.64 2.51
H 4.84 5.62 0.15
H 3.72 3.61 -0.81
H 4.61 1.39 2.84
H 5.73 3.40 3.79
C 10.09 3.51 -0.94
C 10.70 4.64 -1.27
C 10.39 5.92 -0.58
O 10.95 6.95 -0.89
C 9.36 5.89 0.49
C 8.74 4.75 0.81
C 9.06 3.48 0.13
O 8.50 2.44 0.43
H 10.30 2.57 -1.43
H 11.46 4.69 -2.05
H 9.14 6.83 0.98
H 7.99 4.71 1.59
C -5.20 -7.02 -4.19
C -4.43 -7.23 -5.26
C -2.97 -7.43 -5.12
O -2.27 -7.62 -6.10
C -2.39 -7.40 -3.76
C -3.16 -7.19 -2.69
C -4.62 -6.99 -2.82
O -5.32 -6.80 -1.85
H -6.27 -6.87 -4.26
H -4.83 -7.26 -6.26
H -1.32 -7.55 -3.68
H -2.76 -7.16 -1.68
*
```

Output
Frontier orbital gap   2.1403 eV
Highest occupied orbital energy   -2.78 eV
Largest force on an atom   1.04 eV Å⁻¹
E_LUMO   -0.024 Ha

---

Record 4
C30H18Cl5N6O2STa | wB97M-V/def2-TZVPD

```
! RIJCOSX wB97M-V def2-TZVPD def2/J DEFGRID3
* xyz 2 1
Ta 13.80 -1.74 15.68
O 16.54 -0.93 18.79
C 15.95 -1.04 17.73
N 14.75 -1.64 17.49
C 13.97 -2.07 18.55
C 14.41 -2.68 19.69
C 13.47 -3.07 20.67
C 12.10 -2.82 20.48
C 11.64 -2.29 19.26
C 12.58 -1.93 18.31
N 12.28 -1.46 16.96
C 11.08 -0.88 16.58
O 10.01 -0.91 17.15
C 11.23 -0.11 15.35
C 10.20 0.76 14.97
C 10.48 1.53 13.85
C 11.63 1.44 13.12
C 12.60 0.63 13.63
N 12.42 -0.13 14.74
C 16.52 -0.44 16.48
C 17.64 0.32 16.59
C 18.12 0.91 15.43
C 17.47 0.74 14.22
C 16.33 -0.06 14.21
N 15.80 -0.63 15.32
H 15.48 -2.85 19.89
H 13.73 -3.58 21.64
H 11.32 -3.01 21.23
H 10.57 -2.23 19.07
H 9.33 0.77 15.57
H 9.76 2.32 13.64
H 11.73 2.11 12.32
H 13.50 0.59 13.07
H 18.12 0.41 17.56
H 18.97 1.57 15.45
H 17.86 1.21 13.32
H 15.81 -0.22 13.30
Cl 14.24 -2.10 13.06
C 12.67 -2.97 13.39
C 12.37 -3.10 14.72
C 11.17 -3.75 14.99
Cl 10.80 -4.21 16.66
C 10.26 -4.07 13.98
Cl 8.84 -4.92 14.37
C 10.59 -3.84 12.64
Cl 9.55 -4.35 11.45
C 11.85 -3.33 12.35
Cl 12.47 -3.13 10.73
N 16.23 -8.50 16.26
C 16.77 -7.35 16.66
S 18.11 -7.21 17.57
C 15.99 -6.14 16.23
C 16.60 -5.20 15.38
C 15.95 -4.03 15.16
N 14.75 -3.75 15.75
C 14.15 -4.72 16.39
C 14.69 -5.99 16.60
H 16.80 -9.31 16.48
H 15.65 -8.58 15.45
H 17.56 -5.39 14.94
H 16.36 -3.18 14.65
H 13.22 -4.46 16.82
H 14.17 -6.78 17.14
*
```

Output
Relative energy (zero: lowest compared OMol25 entry of this formula, charge and spin)   15.74 kcal per mole
Frontier orbital gap   5.5383 eV
Highest occupied orbital energy   -13.20 eV
Largest force on an atom   2.46 eV Å⁻¹
E_LUMO   -0.281 Ha

---

E, record by record: -105599.851; -27431.768; -58713.054; -119424.845 eV